No. 1
DFT (the ωB97M-V functional and the def2-TZVPD basis) results for a structure of composition C13H7N4O2S5Sn.

The calculation puts the HOMO energy at -11.0 eV. Its net charge is +1. As for the molar mass: 530.3 g/mol. Its energy relative to the best compared isomer or geometry (same formula, charge and spin) is 16.72 kcal per mole.

Positions of all 32 atoms, in Å:
Sn  -0.57130  2.70129  -0.62087
S  -1.62504  3.70054  -3.31240
S  -3.34210  2.98505  -3.78589
S  -4.03681  1.61359  -2.43093
S  -2.75999  1.10980  -1.04786
O  3.10818  -3.95382  -0.74609
N  2.17896  -3.94479  0.03835
O  1.77753  -4.89018  0.68161
C  1.52233  -2.65028  0.28056
C  1.21748  -2.34377  1.55665
C  0.62056  -1.08940  1.88064
C  0.30413  -0.73498  3.20447
C  -0.27975  0.47990  3.45552
C  -0.54160  1.33235  2.38220
N  -0.24344  1.02325  1.13037
C  0.33236  -0.17139  0.85841
C  0.64811  -0.51635  -0.50779
N  0.34858  0.38016  -1.46211
C  0.58333  0.09068  -2.72329
C  1.13554  -1.12690  -3.12622
C  1.47200  -2.05077  -2.16856
C  1.24067  -1.75775  -0.80990
H  1.43312  -3.05222  2.34595
H  0.52506  -1.43019  4.00453
H  -0.53996  0.78509  4.45866
H  -1.01262  2.29826  2.53240
H  0.32694  0.85181  -3.45351
H  1.29755  -1.33435  -4.17403
H  1.92300  -2.99052  -2.44631
S  -2.86569  6.01056  2.09726
C  -2.30224  4.79790  1.26629
N  -1.87490  3.87741  0.64191

---

No. 2
DFT (the ωB97M-V functional and the def2-TZVPD basis) results for a structure of composition C13H8Cl2FeN4S.

The calculation puts the HOMO energy (alpha / beta) at -15.4 / -15.4 eV. Its spin multiplicity is 5. Its net charge is +2. As for the molar mass: 379.1 g/mol.

Positions of all 29 atoms, in Å:
Fe  0.06018  1.68495  -0.52149
Cl  -0.05601  4.20585  0.59928
C  -0.08859  5.46375  -0.69072
Cl  -0.00292  4.51466  -2.16071
H  1.00441  5.95128  -0.45427
H  -1.14302  5.91720  -0.55872
S  -0.11401  -5.14667  -0.01336
N  1.16034  -4.13150  0.27639
C  0.71117  -2.96632  0.56026
C  1.59190  -1.75319  0.60555
C  2.84571  -1.71286  0.05318
C  3.57519  -0.52426  -0.04963
C  2.79508  0.57045  -0.05268
N  1.55012  0.59468  0.49300
C  0.81532  -0.52153  0.67638
C  -0.77186  -0.50065  0.66984
N  -1.37967  0.71803  0.47521
C  -2.69489  0.67546  0.12354
C  -3.60015  -0.31226  0.00630
C  -2.95211  -1.59296  0.20059
C  -1.55179  -1.65717  0.66654
C  -0.73799  -2.91688  0.63196
N  -1.36767  -4.03186  0.39402
H  3.45982  -2.80414  -0.25662
H  4.72191  -0.39938  -0.88865
H  3.13573  1.66529  0.34565
H  -2.96113  1.78579  -0.30430
H  -4.53159  -0.34367  -0.56191
H  -3.47351  -2.43208  -0.26462

---

No. 3
DFT (the ωB97M-V functional and the def2-TZVPD basis) results for a structure of composition C13H8F3N2OPtSSe.

The calculation puts the HOMO energy at -4.3 eV. Its net charge is -1. As for the molar mass: 571.3 g/mol. Its energy relative to the best compared isomer or geometry (same formula, charge and spin) is 0.00 kcal per mole.

Positions of all 30 atoms, in Å:
Pt  0.32324  1.08310  0.39317
F  2.69876  0.02184  4.97106
C  3.19536  -0.93354  4.17035
F  4.43784  -1.21154  4.63500
F  2.46190  -2.04253  4.37431
C  3.23073  -0.52634  2.72906
C  4.42576  -0.49053  2.04196
C  4.45497  -0.12216  0.70015
C  3.26777  0.23557  0.09954
N  2.11270  0.21276  0.76222
C  2.04000  -0.17166  2.06032
S  0.42965  -0.11085  2.63138
H  5.34101  -0.75716  2.55219
H  5.37928  -0.09364  0.14319
H  3.21023  0.54612  -0.93544
O  -3.86757  2.18169  -0.02385
C  -2.69723  1.94752  0.08702
N  -1.54820  1.72479  0.19478
Se  1.51402  2.89964  -0.72701
C  0.30741  4.37897  -0.56205
C  0.04934  4.93865  0.68643
C  -0.77302  6.04881  0.80281
C  -1.34737  6.61663  -0.32692
C  -1.10167  6.05753  -1.57225
C  -0.28131  4.94362  -1.68865
H  0.48945  4.48664  1.56593
H  -0.96850  6.47053  1.78141
H  -1.98956  7.48396  -0.23527
H  -1.55789  6.48315  -2.45808
H  -0.09798  4.49754  -2.65758

---

No. 4
DFT (the ωB97M-V functional and the def2-TZVPD basis) results for a structure of composition C13H8N3O9Ru.

The calculation puts the HOMO energy (alpha / beta) at -13.6 / -13.6 eV. Its spin multiplicity is 5. Its net charge is +1. As for the molar mass: 451.3 g/mol. Its energy relative to the best compared isomer or geometry (same formula, charge and spin) is 0.00 kcal per mole.

Positions of all 34 atoms, in Å:
Ru  0.39647  0.21770  0.16414
O  -0.51202  6.05175  1.12770
C  -0.28132  4.75784  0.98826
C  -0.56064  3.81788  1.99845
C  -0.27743  2.50487  1.73723
N  0.24461  2.14555  0.56320
C  0.52555  3.01858  -0.41165
C  0.27653  4.35017  -0.24077
C  1.11579  2.32760  -1.61709
O  1.48434  2.86601  -2.60530
O  1.15419  0.97287  -1.42317
C  -0.47535  1.31513  2.64631
O  -0.89066  1.36715  3.75524
O  -0.12685  0.15967  2.00876
H  -0.89472  6.26751  1.98770
H  -0.98381  4.09844  2.95464
H  0.49940  5.06650  -1.01932
C  2.66160  -2.84933  0.33746
C  1.27840  -2.84112  -0.19304
N  0.45932  -1.79191  -0.27587
C  -0.73404  -2.22994  -0.82994
C  -0.63024  -3.55595  -1.08731
N  0.63322  -3.90858  -0.67691
C  -1.51369  -4.61612  -1.66637
O  -2.70414  -4.24436  -2.08160
O  -1.08073  -5.73331  -1.73125
C  -1.82492  -1.24737  -1.01860
O  -2.89720  -1.55979  -1.48549
O  -1.50182  -0.03344  -0.61535
H  2.95241  -1.85003  0.65467
H  3.36188  -3.18497  -0.42735
H  2.73727  -3.51853  1.19457
H  0.97279  -4.86031  -0.75816
H  -2.86420  -3.28016  -1.95379

---

No. 5
DFT (the ωB97M-V functional and the def2-TZVPD basis) results for a structure of composition C13H9AsCaClNO14S.

The calculation puts the HOMO energy at -4.3 eV. Its net charge is -2. As for the molar mass: 585.7 g/mol. Its energy relative to the best compared isomer or geometry (same formula, charge and spin) is 0.00 kcal per mole.

Positions of all 41 atoms, in Å:
Ca  -0.16769  0.69302  0.39642
O  -2.02578  -1.67437  -2.38145
Cl  -0.72045  -1.36277  -1.88245
O  0.27800  -2.10270  -2.59165
O  -0.64524  -1.65169  -0.45249
O  -0.46463  0.07235  -2.00966
O  2.39147  1.35282  3.43974
As  3.10885  1.18011  1.83377
O  4.62324  0.59026  2.00265
O  2.00360  0.40704  0.86541
C  3.31032  3.04964  1.24972
C  4.64213  3.44895  1.16618
C  4.98504  4.74181  0.79707
C  3.99010  5.66302  0.51098
C  2.65966  5.28312  0.59118
C  2.31700  3.98498  0.95158
S  0.56264  3.61566  0.94633
O  -0.10172  4.88669  1.10958
O  0.30710  2.95681  -0.34096
O  0.32773  2.65751  2.03723
H  1.51480  1.74670  3.29117
H  5.39837  2.70986  1.40320
H  6.02934  5.02692  0.73878
H  4.24511  6.67792  0.22830
H  1.86194  5.98361  0.38531
O  -2.54548  1.15055  0.67107
C  -2.56180  0.52560  1.75831
O  -1.57797  -0.04048  2.28521
C  -3.89455  0.45509  2.48598
C  -5.00184  1.10678  1.96034
C  -6.23040  1.05514  2.60748
C  -6.36443  0.34636  3.78830
C  -5.24636  -0.29925  4.29486
C  -4.01236  -0.25887  3.67075
N  -5.39266  -1.05661  5.54879
O  -4.42422  -1.64613  5.98090
O  -6.48605  -1.05588  6.09384
H  -4.86673  1.65005  1.03442
H  -7.08772  1.56798  2.19016
H  -7.30354  0.28399  4.31664
H  -3.14759  -0.76348  4.07612

---

No. 6
DFT (the ωB97M-V functional and the def2-TZVPD basis) results for a structure of composition C13H9AuBr2NO6.

The calculation puts the HOMO energy at -10.6 eV. Its net charge is +1. As for the molar mass: 632.0 g/mol.

Positions of all 32 atoms, in Å:
Au  0.15870  -1.04630  -0.52490
O  2.55920  2.12520  0.61600
C  1.75300  1.10440  0.61880
O  1.77940  0.26270  -0.26850
C  0.80780  1.10750  1.80370
O  0.19060  -0.15800  1.89940
C  -0.97220  -0.25980  2.67880
C  -2.28790  -0.04470  1.97900
O  -3.39720  0.05200  2.40900
O  -2.13430  -0.02130  0.42220
H  3.15240  2.14000  -0.15920
H  0.07540  1.90650  1.61080
H  1.37690  1.34400  2.71470
H  -0.95610  0.42510  3.53850
H  -0.97110  -1.28620  3.08180
Br  -4.39640  -3.34500  -0.55030
C  -3.98620  -1.52900  -0.18180
C  -5.03680  -0.65700  0.05100
C  -5.01840  0.74820  0.05710
Br  -6.72670  1.52710  0.29710
C  -3.92030  1.62830  -0.15050
C  -4.09220  2.99500  -0.50480
C  -3.02080  3.83920  -0.64940
C  -1.73590  3.34700  -0.40900
N  -1.53280  2.08570  -0.07460
C  -2.56160  1.27400  0.00840
C  -2.61120  -1.25180  -0.20680
O  -1.68580  -2.00020  -0.60200
H  -6.01070  -1.11860  0.14980
H  -5.09260  3.36460  -0.66890
H  -3.16380  4.86680  -0.93500
H  -0.85580  3.96400  -0.47540